(1)
Below is a molecular structure, AlBH12O4, with properties calculated with ωB97M-V/def2-TZVPD.

Element x y z (Å)
Al -0.6316 -0.6129 -0.3734
B 1.7366 0.7000 1.1058
H 1.9444 0.1902 0.0924
H 1.4591 1.8040 1.0210
H 0.9548 0.1019 1.7231
H 2.7073 0.6992 1.7620
O -1.3269 2.0680 0.4695
H -1.9166 2.5743 -0.1052
H -0.9016 2.7312 1.0311
O -2.8661 -2.0660 -1.3925
H -2.9329 -3.0322 -1.3878
H -3.7827 -1.7526 -1.3906
O 1.0110 -2.5588 1.1237
H 1.7131 -2.5061 1.7854
H 0.8524 -3.5048 1.0087
O 0.5341 1.3989 -1.9717
H 0.7497 1.4925 -2.9115
H 0.6958 2.2732 -1.5901

Its molar mass is 113.89 g/mol. For the strongest force on any atom, the calculation gives 4.49 eV/Å. Its net charge is +2. As for the multiplicity: 1. The value obtained for the energy relative to the best compared isomer or geometry (same formula, charge and spin) is 406.97 kJ/mol. The calculation puts the total energy at -15633.004 eV.

These are the natural (NBO) partial charges, in e, on atoms 1 to 2: 1.696, -0.558

***

(2)
Below is a molecular structure, AlBH28O12, with properties calculated with ωB97M-V/def2-TZVPD.

Element x y z (Å)
Al -1.0179 -3.4984 0.6307
B 0.0411 -0.4892 0.1079
H -0.6131 -0.6984 1.0760
H 0.4905 -1.5938 -0.3019
H -0.5691 0.0726 -0.7350
H 1.1582 -0.0359 0.3668
O 0.5451 2.2056 1.0808
H 0.3521 1.2725 0.8976
H -0.1662 2.7069 0.6458
O 1.1443 2.7511 -1.8715
H 1.5021 1.8427 -1.8477
H 1.8632 3.3294 -1.5831
O 1.7527 -2.9213 0.8644
H 2.0366 -3.2350 1.7354
H 2.5782 -2.7625 0.3874
O -2.6960 -1.5529 -0.7761
H -2.3019 -0.6960 -0.5814
H -3.0710 -1.4539 -1.6581
O -2.7133 -1.4705 2.2081
H -3.1649 -0.7025 1.8390
H -2.8075 -1.3767 3.1621
O 3.1274 1.5914 0.4069
H 2.2447 1.9974 0.5745
H 2.9992 0.9654 -0.3277
O -0.7720 -0.2078 -3.5723
H -0.9035 0.0195 -2.6474
H -1.5969 -0.6226 -3.8504
O -0.3042 -2.8352 -2.2969
H 0.2426 -3.4603 -2.7913
H -0.7416 -2.3063 -2.9820
O -1.9286 2.6396 -0.4186
H -2.3471 3.4991 -0.2862
H -1.5423 2.6985 -1.3015
O 2.1457 0.2338 -2.0188
H 2.2200 -0.4361 -2.7089
H 1.5152 -0.1263 -1.3772
O -1.7906 1.5129 3.5022
H -1.2296 1.3210 2.7451
H -1.7997 0.7067 4.0267
O 2.0956 0.0620 3.4584
H 2.3225 0.9844 3.6354
H 1.7001 0.0693 2.5831

Its molar mass is 258.01 g/mol. For the strongest force on any atom, the calculation gives 2.91 eV/Å. Its net charge is +2. As for the multiplicity: 1. The value obtained for the energy relative to the best compared isomer or geometry (same formula, charge and spin) is 127.14 kJ/mol. The calculation puts the total energy at -32273.019 eV.

These are the natural (NBO) partial charges, in e, on atoms 1 to 2: 1.276, -0.675

***

(3)
Below is a molecular structure, AlH30O15, with properties calculated with ωB97M-V/def2-TZVPD.

Element x y z (Å)
Al -0.1766 0.4396 -0.0055
O 1.7229 0.0618 2.4807
H 2.6620 0.2423 2.4380
H 1.5925 -0.3274 3.3454
O -1.6833 1.2493 -2.6381
H -2.4971 1.1726 -3.1362
H -1.0805 1.6982 -3.2309
O -1.4600 -2.7674 3.2439
H -0.8351 -2.6777 3.9634
H -2.2786 -3.0254 3.6676
O 2.5303 1.8447 0.1691
H 2.5837 2.6629 -0.3247
H 3.3319 1.3739 -0.0591
O -1.2681 -0.0679 2.6542
H -1.6840 -0.8386 3.0406
H -1.3198 0.6005 3.3375
O 2.2768 -1.0736 -0.7065
H 2.6443 -1.8091 -0.2164
H 3.0356 -0.6487 -1.1064
O -0.2820 -1.4125 -2.5082
H 0.1091 -2.2859 -2.4874
H -0.3667 -1.2096 -3.4398
O 0.1485 3.1520 -1.5336
H -0.1326 3.3280 -2.4315
H 0.1952 4.0154 -1.1231
O -2.6236 1.9893 0.8115
H -2.7668 2.6997 1.4369
H -3.3149 2.1011 0.1589
O -0.3269 2.5895 2.1309
H -0.9376 3.1682 2.5872
H 0.4760 2.6301 2.6505
O 0.0353 -2.4152 1.0966
H 0.4649 -3.2484 0.9034
H -0.5209 -2.6016 1.8530
O -3.0872 -2.9286 -1.5805
H -3.1643 -2.7732 -2.5218
H -2.7140 -3.8073 -1.5120
O -2.9167 -0.9568 0.2331
H -2.9382 -1.7789 -0.2568
H -3.7284 -0.9585 0.7403
O 4.7534 0.1712 -0.7427
H 4.8479 0.6739 -1.5518
H 5.1892 -0.6613 -0.9251
O 1.5975 0.9092 -2.6767
H 1.3943 0.3426 -3.4209
H 2.5128 1.1574 -2.8070

Its molar mass is 297.21 g/mol. For the strongest force on any atom, the calculation gives 1.77 eV/Å. Its net charge is +3. As for the multiplicity: 1. The value obtained for the energy relative to the best compared isomer or geometry (same formula, charge and spin) is 40.13 kJ/mol. The calculation puts the total energy at -37765.495 eV.

These are the natural (NBO) partial charges, in e, on atoms 1 to 2: 1.955, -0.941

***

(4)
Below is a molecular structure, AlO4P, with properties calculated with ωB97M-V/def2-TZVPD.

Element x y z (Å)
Al 0.1120 -0.6568 2.5207
P -0.0371 0.1409 -0.6297
O -0.0202 0.5022 -2.1365
O -0.0327 1.3898 0.4161
O 1.2037 -0.6235 -0.1362
O -1.2257 -0.7525 -0.0344

Its molar mass is 121.95 g/mol. For the strongest force on any atom, the calculation gives 5.01 eV/Å. As for the multiplicity: 1. The value obtained for the energy relative to the best compared isomer or geometry (same formula, charge and spin) is 181.16 kJ/mol. The calculation puts the total energy at -24072.008 eV.

These are the natural (NBO) partial charges, in e, on atoms 1 to 2: 0.951, 2.333

***

(5)
Below is a molecular structure, ArH18O9, with properties calculated with ωB97M-V/def2-TZVPD.

Element x y z (Å)
Ar 0.4480 -0.5632 0.8970
O 1.0973 2.2027 2.2234
H 1.1864 2.9967 2.7505
H 1.5547 1.5285 2.7258
O 1.0153 -1.3117 -2.7323
H 0.7601 -0.6925 -3.4162
H 1.7848 -0.9147 -2.3241
O 4.0107 -1.3231 2.5127
H 4.1206 -0.3956 2.3032
H 4.6697 -1.7691 1.9807
O -1.0163 2.0301 -1.4412
H -1.6413 2.7209 -1.6614
H -1.4914 1.2154 -1.6050
O -2.9729 0.2778 -0.4777
H -2.5081 0.9948 -0.0464
H -3.2647 -0.2849 0.2395
O 1.6452 2.5074 -1.6220
H 0.7051 2.3474 -1.5398
H 2.0276 1.6374 -1.7370
O -2.3637 -3.7350 0.8790
H -1.8747 -4.3222 1.4554
H -1.6922 -3.3013 0.3525
O -1.9221 2.3242 1.6252
H -2.0779 3.2679 1.6609
H -1.0606 2.2384 1.2171
O -0.5604 -3.1038 -1.0823
H -0.2755 -3.9922 -1.2963
H -0.3035 -2.5801 -1.8413

Its molar mass is 202.08 g/mol. For the strongest force on any atom, the calculation gives 0.87 eV/Å. As for the multiplicity: 1. The value obtained for the energy relative to the best compared isomer or geometry (same formula, charge and spin) is 51.87 kJ/mol. The calculation puts the total energy at -33074.146 eV.

These are the natural (NBO) partial charges, in e, on atoms 1 to 2: 0.001, -0.943

***

(6)
Below is a molecular structure, ArH26O13, with properties calculated with ωB97M-V/def2-TZVPD.

Element x y z (Å)
Ar 0.2025 -0.1747 -0.0177
O -0.3112 -0.4810 3.9430
H -0.0335 0.4156 3.7555
H 0.4337 -1.0225 3.6821
O -3.1172 0.9444 0.1722
H -3.9698 1.3511 0.3264
H -3.2220 0.4736 -0.6546
O 2.1631 -0.2039 -2.8401
H 2.6357 0.4591 -2.3368
H 1.2407 0.0316 -2.7406
O 3.8948 -1.7934 1.0698
H 3.6828 -1.2502 0.3107
H 4.6680 -1.3791 1.4530
O -1.3897 2.4607 -1.2740
H -2.2345 2.1947 -0.9110
H -1.1494 1.7500 -1.8685
O -0.4129 2.1678 2.0930
H -1.3239 2.2908 2.3600
H -0.3734 1.2627 1.7842
O -1.4968 -3.5416 -1.1923
H -2.1948 -4.1499 -1.4349
H -0.9147 -3.5288 -1.9521
O 3.6576 0.7259 -0.7892
H 2.9325 1.3227 -0.6037
H 4.3728 1.2971 -1.0693
O -0.7236 0.5123 -3.3201
H -0.7436 1.1465 -4.0368
H -1.6248 0.1964 -3.2541
O -2.6716 -1.1026 -1.8561
H -2.0453 -1.7357 -1.5050
H -3.3567 -1.6389 -2.2553
O 1.8257 2.6868 -0.2237
H 2.3564 3.0994 0.4577
H 0.9510 3.0565 -0.1035
O 1.7762 -1.8836 3.0336
H 2.4225 -1.6095 2.3829
H 1.5257 -2.7676 2.7654
O -2.7350 -0.7972 2.3326
H -1.8765 -0.6062 2.7104
H -2.8208 -0.1791 1.6068

Its molar mass is 274.14 g/mol. For the strongest force on any atom, the calculation gives 1.24 eV/Å. As for the multiplicity: 1. The value obtained for the energy relative to the best compared isomer or geometry (same formula, charge and spin) is 36.16 kJ/mol. The calculation puts the total energy at -41395.147 eV.

These are the natural (NBO) partial charges, in e, on atoms 1 to 2: 0.004, -0.983